C32H25Cl2GdN7OS2 as an isolated structure at a distorted geometry. Source: the OMol25 dataset; level of theory: wB97M-V/def2-TZVPD.

Geometry as ORCA input:
```
! wB97M-V def2-TZVPD RIJCOSX def2/J DEFGRID3
* xyz 1 8
Gd 0.4751 -0.3405 -1.2082
C 4.4030 1.3842 0.5907
C 3.4900 0.6012 -0.0834
N 2.1737 0.8623 -0.0070
C 1.7200 1.8351 0.8397
C 2.6782 2.6042 1.4729
N 3.9689 2.4439 1.2511
C 0.3028 1.9100 1.1266
C -0.1564 2.4887 2.3557
C -1.5467 2.4301 2.6409
C -2.3992 1.8289 1.6853
C -1.8811 1.1997 0.5682
N -0.5610 1.2431 0.2945
C -2.7050 0.3485 -0.2836
C -4.1106 0.4475 -0.3435
N -4.8749 -0.3912 -1.0100
C -4.2520 -1.3926 -1.6696
C -2.8801 -1.5189 -1.6841
N -2.1062 -0.6096 -1.0400
C -2.0550 2.9357 3.9078
C -1.2013 3.6858 4.7662
C -1.6582 3.9775 6.0379
N -2.8032 3.5425 6.5482
C -3.6387 2.9039 5.7171
C -3.3252 2.5860 4.3967
H 5.4582 1.1379 0.5323
H 3.8145 -0.2114 -0.7172
H 2.3604 3.4083 2.1478
H 0.5078 3.0250 2.9991
H -3.4760 1.9326 1.8495
H -4.6773 1.2380 0.2010
H -4.8878 -2.0996 -2.2023
H -2.3649 -2.1436 -2.3888
H -0.2207 4.1047 4.4299
H -1.0714 4.5545 6.7728
H -4.6567 2.6730 6.0779
H -4.0624 2.0656 3.7787
Cl 1.3037 -0.8132 -4.6003
C 2.1567 0.7853 -4.8941
Cl 3.0035 1.4130 -3.4171
H 1.4047 1.4914 -5.2096
H 2.9263 0.6109 -5.6425
C -0.2890 -2.4811 2.6601
C 1.0014 -2.8578 2.9899
C 1.9197 -3.0695 2.0007
C 1.5911 -2.7236 0.6867
N 0.3982 -2.0775 0.3998
C -0.5684 -2.1305 1.3458
C 2.4904 -2.9759 -0.4176
C 3.3604 -4.0541 -0.2809
C 4.1890 -4.3697 -1.3556
C 4.2499 -3.5686 -2.4729
C 3.3191 -2.5348 -2.6232
C 2.4726 -2.1668 -1.5579
H -1.1315 -2.5544 3.3557
H 1.2916 -2.8924 4.0573
H 2.9316 -3.4678 2.2022
H -1.5509 -1.7818 1.0790
H 3.4828 -4.5765 0.6711
H 4.8696 -5.2030 -1.2466
H 4.9915 -3.8300 -3.2388
H 3.2647 -2.0310 -3.5885
C -2.6454 -0.7497 -5.6120
O -1.9619 -0.1913 -4.4794
C -1.4866 1.0894 -4.4961
S -1.5710 1.9870 -5.8641
S -0.7474 1.7019 -3.0712
H -3.1028 -1.6917 -5.3127
H -1.9106 -0.9212 -6.4530
H -3.4334 -0.0562 -5.9650
*
```

The total energy is -4174.83939 Ha. As for the HOMO-LUMO gap (alpha / beta): 0.1563 / 0.1762 hartree. The value obtained for the LUMO energy (alpha / beta) is -3.30 / -6.38 eV. Its expectation value of S² is 15.926.



C32H25Cl5FHgN4O5SSe as an isolated structure. Source: the OMol25 dataset; level of theory: wB97M-V/def2-TZVPD.

Geometry as ORCA input:
```
! wB97M-V def2-TZVPD RIJCOSX def2/J DEFGRID3
* xyz -2 2
Hg -1.0408 -2.8838 1.3076
C -1.0562 4.0237 -2.8940
C -2.4431 3.3986 -2.8886
C -3.4771 4.3870 -2.3655
C -4.8719 3.7975 -2.4800
C -4.9238 2.4416 -1.8278
C -6.1195 1.9288 -1.3708
C -6.1503 0.6906 -0.7463
F -7.3505 0.2280 -0.3132
C -5.0197 -0.0494 -0.5504
C -3.7969 0.4508 -1.0057
C -2.5789 -0.3710 -0.7529
O -2.7073 -1.4366 -0.1647
C -1.3516 0.2145 -1.2360
C -1.4077 1.4088 -1.8733
N -2.5117 2.1711 -2.0808
C -3.7452 1.6920 -1.6484
C 0.0580 -0.3645 -1.0993
O 0.9318 0.1739 -1.8023
O 0.2302 -1.2955 -0.2767
H -1.1159 4.9858 -3.4045
H -0.3192 3.4173 -3.4159
H -0.7036 4.1928 -1.8754
H -2.7153 3.1387 -3.9213
H -3.4016 5.3146 -2.9359
H -3.2453 4.6159 -1.3210
H -5.1414 3.7121 -3.5385
H -5.6124 4.4533 -2.0178
H -7.0381 2.4919 -1.4830
H -5.0307 -1.0088 -0.0511
H -0.4651 1.7875 -2.2364
Cl -0.5424 4.5425 5.1690
C -0.4489 2.8697 4.7164
C -1.3538 2.3217 3.8059
Cl -2.5758 3.3426 3.1140
C -1.2949 0.9906 3.4483
Cl -2.4234 0.3221 2.3290
C -0.3111 0.0795 3.9772
O -0.2465 -1.1259 3.6624
C 0.5917 0.6960 4.9161
Cl 1.7883 -0.3378 5.6167
C 0.5208 2.0306 5.2649
Cl 1.6509 2.6859 6.4082
C 2.7133 0.1746 1.5029
C 3.5085 -1.0117 2.0399
C 2.6855 -2.2870 2.1931
N 2.2334 -2.7816 0.9032
C 2.3494 -4.0278 0.4745
S 2.8384 -5.3505 1.3687
N 1.9946 -4.1751 -0.8865
C 2.4999 -3.4325 -1.9218
O 2.0563 -3.5134 -3.0503
C 3.7253 -2.6067 -1.6347
C 3.7370 -1.2546 -1.9504
C 4.8960 -0.5186 -1.7471
C 6.0437 -1.1303 -1.2597
C 6.0282 -2.4848 -0.9535
C 4.8662 -3.2216 -1.1290
H 3.3312 1.0761 1.4876
H 1.8421 0.3741 2.1322
H 2.3539 0.0055 0.4867
H 3.8998 -0.7660 3.0307
H 4.3661 -1.2127 1.3906
H 1.8115 -2.0997 2.8253
H 3.2768 -3.0799 2.6485
H 1.6974 -2.1279 0.3131
H 1.3520 -4.9306 -1.1345
H 2.8273 -0.7771 -2.2940
H 4.8946 0.5436 -1.9596
H 6.9447 -0.5489 -1.1019
H 6.9158 -2.9658 -0.5605
H 4.8358 -4.2708 -0.8599
Se -2.3876 -5.3476 0.8169
C -1.0955 -5.9868 -0.3075
N -0.2757 -6.3883 -1.0212
*
```

The total energy is -7183.72672 Ha. As for the HOMO-LUMO gap (alpha / beta): 0.1942 / 0.2287 hartree. The value obtained for the LUMO energy (alpha / beta) is 3.51 / 3.51 eV. Its expectation value of S² is 0.756.



C32H25ClCsN5P as an isolated structure at a distorted geometry. Source: the OMol25 dataset; level of theory: wB97M-V/def2-TZVPD.

Geometry as ORCA input:
```
! wB97M-V def2-TZVPD RIJCOSX def2/J DEFGRID3
* xyz 1 1
Cs -0.0785 -0.0878 0.0398
N 1.3509 4.9196 -0.0029
C 1.2311 3.5848 0.0006
N 0.1184 2.9245 0.0001
C -1.0848 3.6413 -0.0061
N -2.2551 3.0980 -0.0128
N -2.2815 1.7088 -0.0097
C -3.4723 1.2570 -0.0097
C -3.7754 -0.1928 0.0215
C -5.1027 -0.5974 0.0099
C -5.3977 -1.9514 0.0470
C -4.3566 -2.8595 0.1190
C -3.0601 -2.3653 0.1524
N -2.7616 -1.0704 0.0934
C -1.0256 5.1148 -0.0063
C -2.1714 5.9123 -0.0107
C -2.0661 7.2858 -0.0155
C -0.8078 7.8922 -0.0165
C 0.3365 7.1242 -0.0119
C 0.2170 5.7371 -0.0067
H 2.2655 5.3404 -0.0038
H 2.1696 3.0368 0.0017
H -4.3153 1.9474 -0.0159
H -5.8908 0.1436 -0.0333
H -6.4259 -2.2890 0.0275
H -4.5364 -3.9244 0.1615
H -2.2188 -3.0464 0.2466
H -3.1353 5.4238 -0.0110
H -2.9585 7.8968 -0.0192
H -0.7261 8.9711 -0.0210
H 1.3177 7.5856 -0.0129
Cl 2.8569 -0.5412 -0.0731
C 3.8079 -2.0089 0.1005
C 5.1821 -1.8991 0.1950
C 5.9330 -3.0575 0.3307
C 5.3000 -4.2915 0.3666
C 3.9178 -4.3729 0.2602
C 3.1358 -3.2286 0.1189
P 1.2941 -3.2461 0.0058
C 0.9122 -4.9990 0.3570
C 0.9511 -6.0123 -0.5995
C 0.6757 -7.3249 -0.2407
C 0.3675 -7.6388 1.0774
C 0.3236 -6.6366 2.0369
C 0.5869 -5.3220 1.6745
C 1.0252 -3.1502 -1.8088
C -0.2891 -3.3115 -2.2568
C -0.6026 -3.1906 -3.6019
C 0.3974 -2.8924 -4.5213
C 1.7040 -2.7291 -4.0878
C 2.0183 -2.8586 -2.7383
H 5.6550 -0.9268 0.1644
H 7.0101 -2.9904 0.4126
H 5.8836 -5.1967 0.4748
H 3.4379 -5.3428 0.2923
H 1.1946 -5.7775 -1.6291
H 0.7070 -8.1054 -0.9910
H 0.1566 -8.6638 1.3547
H 0.0795 -6.8766 3.0643
H 0.5404 -4.5375 2.4218
H -1.0689 -3.5657 -1.5482
H -1.6237 -3.3309 -3.9340
H 0.1573 -2.7928 -5.5719
H 2.4876 -2.5066 -4.8016
H 3.0456 -2.7378 -2.4171
*
```

The total energy is -2329.73298 Ha. As for the HOMO-LUMO gap: 0.2870 hartree. The value obtained for the LUMO energy is -2.70 eV.